A structure of composition C28H60AlBO14S7 in a non-equilibrium geometry, computed with ωB97M-V/def2-TZVPD.

## Properties
HOMO level (spin up / spin down)   -11.88 / -11.88 eV
Orbital gap (spin up / spin down)   9.754 / 4.680 eV
<S²>   0.76
Multiplicity   2
Total charge   +1

Last column: Mulliken spin population.
Cartesian coordinates (Å):
H: 0.0159 -5.3150 -1.3821  0.000
H: -3.0019 4.5982 -2.5345  0.000
H: 2.7807 -3.7803 0.9904  -0.001
H: -3.8829 1.2201 5.0806  0.000
O: 3.0952 1.7866 1.8472  0.000
H: 2.2598 -7.0310 -0.2031  0.000
Al: -2.7427 -2.0548 0.2240  0.095
O: -2.2582 2.0561 3.3639  0.003
S: 3.4022 1.6872 -2.2447  0.000
O: -3.2146 0.5036 -1.2688  0.013
C: -4.4142 0.7377 4.2601  0.000
C: 1.4128 5.0848 0.8044  0.000
H: 1.8722 -0.9733 5.0817  -0.001
O: -2.0452 -2.4478 5.4334  0.002
S: -1.1710 -2.2074 4.3056  -0.007
C: 2.2115 -4.0300 0.0950  0.000
S: -0.2819 -2.1631 -3.4243  0.000
H: -6.4056 1.4406 4.9273  0.000
H: 3.9056 0.5280 -0.2276  0.000
H: -0.2850 -1.1991 0.1491  -0.010
H: -0.2410 -6.6988 -0.2468  0.000
H: -4.0846 3.4230 1.8799  0.000
H: -5.3892 3.2800 4.0729  0.000
H: 4.2071 -1.8173 -1.3332  0.000
H: 3.0352 6.4733 1.0097  0.000
H: 2.3191 6.0201 2.5664  0.000
C: 1.3814 -2.6114 3.7343  0.001
C: -0.9459 -2.2558 -6.0559  0.000
C: -3.1139 4.2119 -1.5215  0.000
H: 5.5978 -1.1392 -3.5352  0.000
C: 0.1241 -0.6768 -4.5211  0.000
H: 2.0552 -3.1443 -0.5207  -0.002
H: 4.4869 4.4142 2.5146  0.000
H: -5.1593 2.2247 1.2085  0.000
O: 2.0808 1.8837 -2.8408  0.000
H: -0.4757 -0.4141 1.6779  0.105
C: -4.0395 3.0226 -1.8503  -0.001
C: -0.9165 -0.7614 -5.6894  0.000
H: 3.7993 0.5400 -4.2990  0.000
H: -6.7379 2.9109 2.9858  0.000
H: 1.3328 3.0057 0.2551  -0.002
O: 2.1390 3.3137 3.6607  0.000
C: -1.7176 3.5864 -1.1000  0.002
C: -5.7338 2.6102 3.2850  0.000
B: -0.3468 -0.2314 0.6223  0.530
H: -3.5240 4.9519 -0.8343  0.000
C: 1.2417 -1.0948 4.2009  0.012
O: -1.8237 -2.2995 3.0264  0.014
H: 1.1321 -0.9264 -4.8524  0.000
S: -2.9102 1.5753 -2.2611  -0.003
H: -1.7988 -3.7229 -4.5293  0.000
H: 1.7154 -0.3918 3.5156  -0.002
O: 0.9194 -2.7407 -2.8106  0.000
S: 0.6618 -4.7420 0.7544  -0.001
O: -1.4081 -1.7875 -2.5575  0.003
H: -0.8452 4.2122 -1.2882  0.000
C: -0.2014 -0.6778 4.5924  0.000
O: 1.0664 -5.5508 1.9241  0.000
C: 4.4930 0.9205 -3.5493  0.000
H: -1.9180 -0.4905 -5.3553  0.000
H: -0.2721 -0.5038 5.6660  0.000
C: -4.7135 2.5718 2.1406  0.001
H: 2.0836 -6.7588 -1.8893  0.000
H: 1.4274 -2.6142 2.6453  -0.004
H: -0.1366 -3.9575 -4.9630  0.000
H: 3.9614 4.0481 0.8990  0.000
H: 0.4962 5.5784 1.1272  0.000
O: -3.3382 0.3623 1.7513  0.026
C: 4.0671 -0.9579 -1.9889  0.000
H: 0.4969 0.4288 0.4934  0.034
H: 0.2046 0.2161 -3.9011  0.001
H: -0.5399 -0.1653 -6.5207  0.000
C: 3.4747 0.2201 -1.1803  0.015
H: 5.0421 1.6780 -4.1086  0.000
H: -0.5870 0.1042 3.9382  0.007
H: -4.2117 -0.3333 4.2697  0.000
H: 3.8587 -5.3127 -0.6911  0.000
H: 0.3356 -3.7222 5.3745  -0.001
C: 2.8402 -5.0027 -0.9250  0.000
C: 2.6696 5.6384 1.6075  0.000
C: 1.1829 3.6172 1.1449  0.000
H: 2.9733 -4.6525 -1.9486  0.000
C: 1.9573 -6.2705 -0.9230  0.000
H: -4.7811 3.0677 -2.6479  0.000
H: 2.3180 -3.0544 4.0731  0.000
H: 1.6440 5.2580 -0.2466  0.000
S: 2.5343 3.0655 2.3005  0.002
O: -0.4272 -3.8233 0.9141  0.008
H: -0.9124 2.6082 -2.9009  -0.002
H: -1.7601 3.2749 -0.0563  -0.001
H: 0.0637 -2.4450 -6.4206  0.000
H: -4.6539 2.6659 -1.0236  0.000
O: 4.0233 2.7955 -1.5311  0.000
C: -0.9050 -3.1917 -4.8564  0.000
S: -3.4180 1.3872 2.8105  -0.004
C: 0.2542 -3.3604 4.3496  0.000
C: 0.4528 -5.9360 -0.6000  0.000
C: -1.3290 2.3440 -1.9289  0.023
C: 5.1988 -0.3588 -2.8871  0.000
H: -1.7351 -2.4726 -6.7758  0.000
H: -0.6081 1.6634 -1.4759  -0.010
H: 3.2836 -1.4162 -2.5924  0.000
O: -3.0678 1.3283 -3.6994  -0.001
C: -5.8434 1.2649 4.0102  0.000
H: -0.0736 -4.2052 3.7438  0.000
H: -1.2075 0.3210 0.2784  0.157
H: 0.2790 3.2572 1.6363  -0.003
H: 2.4834 -0.0072 -0.7880  -0.004
C: 3.6213 4.4507 1.8531  0.001
H: -6.4282 0.5374 3.4473  0.000
H: 6.0106 -0.0769 -2.2167  0.000


A cluster of 3 separate species, C28H60O5P2 in total, computed with ωB97M-V/def2-TZVPD.

## Properties
HOMO level   -9.30 eV
Structure (SMILES)   CCCCCCCCCCCCCCCCCCCCP[PH2]=O.CCOC(C)=O.CCOC(C)=O
Orbital gap   9.855 eV
Multiplicity   1
Total charge   0

Last column: Mulliken charge in e.
Cartesian coordinates (Å):
C: 7.6843 3.4462 1.3567  -0.609
C: -7.8984 1.8431 -0.7554  -1.049
H: -0.6185 -4.2642 -2.8765  0.281
H: -9.2223 3.1855 0.2658  0.538
H: 9.8358 -4.8464 -0.2292  0.360
H: 8.2763 -3.2780 0.9178  0.339
H: 7.1287 1.6835 -0.5216  0.259
O: 8.0584 -1.9959 -0.6001  -0.350
H: -1.5399 -2.8188 2.1277  0.514
C: 6.4482 2.5496 1.3093  -0.472
H: -4.5491 1.2683 -0.1527  0.292
C: -1.6293 -2.4536 -2.4477  0.817
H: -1.8576 -1.6371 0.8613  -0.125
H: -8.4754 2.0652 -1.6578  0.370
H: 10.4464 -3.1853 -0.2778  0.307
C: -3.9051 -4.7397 -2.3871  -1.070
H: 2.6702 -1.6078 1.5256  0.259
H: 7.3538 -3.7855 -2.4819  0.383
H: 6.5574 1.7177 2.0117  0.359
H: -9.5368 5.4822 0.2644  0.059
H: 8.5125 2.9257 0.8675  0.336
H: 3.9083 1.7799 1.2971  0.258
C: 9.6563 -3.8481 -0.6297  -0.985
H: -4.2932 0.4086 2.4979  0.434
H: -6.7996 -0.6469 0.5738  0.229
H: -5.7593 -0.9175 -0.8004  -0.026
H: -0.5217 0.0004 2.4940  0.334
H: -7.0270 4.3373 -0.9843  0.496
H: 2.0851 -0.1936 2.3958  0.362
C: 0.6375 -1.0849 1.0385  -0.417
H: -4.1364 -4.7538 -1.3221  0.300
C: -6.4317 1.6178 -1.1247  -0.786
H: 0.2706 -0.4092 0.2606  0.293
C: 2.7675 0.1872 0.3874  -0.620
C: -1.0385 -3.4295 -3.4384  -1.160
H: -1.7406 -3.8205 -4.1686  0.342
H: 7.9787 3.5880 2.3995  0.391
C: -8.1562 2.9471 0.2788  -0.549
C: 2.0728 -0.6959 1.4221  -0.803
H: -4.6685 -5.3109 -2.9163  0.395
H: -6.4555 4.2357 0.6765  0.300
C: -3.7780 -0.3289 1.8771  -0.324
C: -5.6011 1.0432 0.0277  -0.141
C: 6.1752 2.0118 -0.0976  -0.618
H: 7.7255 5.6381 1.3625  0.326
H: -2.4606 -0.5719 3.5556  0.462
H: 4.4349 0.1670 1.7243  0.394
C: -5.7890 -0.4662 0.1961  -0.421
H: -7.9511 2.5684 1.2830  0.346
H: -6.3971 0.9094 -1.9573  0.451
H: -5.8697 1.5532 0.9593  0.160
C: -0.3279 -1.0436 2.2225  -0.764
C: -7.3551 4.2382 0.0513  -0.736
H: 2.9475 -0.4043 -0.5157  0.249
H: -8.1424 4.2675 2.9934  0.049
C: -2.8412 -1.1861 2.7343  -1.196
H: -5.3353 -1.8083 1.8349  0.292
H: -4.2081 -1.9010 0.5097  0.036
H: -0.2263 -2.9258 -3.9556  0.335
H: 5.5954 3.1519 1.6400  0.238
C: 8.3073 -3.3388 -0.1689  -0.456
O: -0.9512 -1.6621 -1.8531  -0.540
H: 7.4935 -3.9967 -0.4759  0.365
H: 5.7737 -0.0931 -0.1336  -0.129
C: 7.4529 -2.7786 -2.8752  -1.219
H: -5.9706 2.5437 -1.4747  0.333
O: -2.9514 -2.4969 -2.1712  -0.318
H: 2.0791 0.9885 0.0997  0.376
H: 8.3376 -2.7382 -3.5112  0.291
H: 8.0748 4.9336 -0.2074  0.277
H: -3.1653 0.2212 1.1574  0.189
H: -4.8428 -2.8350 -2.7194  0.319
P: -8.1890 5.8317 0.4891  -0.147
H: 5.8289 2.8290 -0.7387  0.277
H: 0.1589 -1.4977 3.0929  0.304
C: 5.1921 0.8305 -0.1857  -0.340
C: 7.4694 4.8177 0.6922  -1.125
H: 6.5852 -2.5454 -3.4864  0.317
C: -1.6540 -1.7503 1.9321  -0.247
C: 7.5815 -1.6950 -1.8299  0.879
H: -7.1804 6.2079 3.1124  0.074
H: 9.7176 -3.9008 -1.7168  0.275
P: -8.3761 5.6186 2.6518  0.397
H: -3.4051 -1.9941 3.2090  0.425
C: -3.8799 -3.3132 -2.8935  -0.442
H: 0.6203 -2.0908 0.6101  0.306
C: 4.0906 0.7840 0.8877  -0.548
H: -3.6835 -3.2596 -3.9652  0.438
H: -8.3031 0.9054 -0.3639  0.316
H: 4.7158 0.8498 -1.1693  0.493
O: -9.6241 6.2046 3.1980  -0.595
O: 7.3101 -0.5508 -2.0660  -0.508
H: -2.9458 -5.2366 -2.5320  0.283
H: 6.4296 4.9434 0.3833  0.305
C: -4.7806 -1.1948 1.1197  -0.352


no.,DFT total energy (Ha)
1,-5210.2749
2,-2161.7513